(1)
Here is C36H28IN9O3S2Ti as an isolated structure from OMol25. Energies are from wB97M-V/def2-TZVPD.

```
80
Properties=species:S:1:pos:R:3:mulliken_charge:R:1
Ti 0.243 0.079 0.470 -0.169
C 1.171 -5.775 4.732 -1.557
C 0.687 -4.597 3.931 0.415
C -0.570 -4.037 4.124 -1.276
C -0.998 -2.948 3.390 -0.829
C -0.209 -2.358 2.385 0.915
N -0.645 -1.281 1.648 0.705
C -2.016 -0.948 1.786 -0.479
C -2.996 -1.782 1.258 -0.087
C -4.339 -1.466 1.360 -1.055
C -4.744 -0.292 1.986 0.408
C -6.192 0.114 2.044 -1.512
C -3.771 0.554 2.498 -0.345
C -2.423 0.235 2.402 0.667
N -1.463 1.168 2.887 0.439
C -1.646 2.154 3.789 -0.175
C -0.481 2.876 3.864 -1.271
C 0.381 2.268 2.943 -0.369
N -0.214 1.233 2.371 0.491
C 1.064 -2.928 2.210 0.322
C 1.495 -4.001 2.977 -0.596
N 1.976 -2.399 1.259 0.520
C 2.960 -3.064 0.634 -0.247
C 3.764 -2.141 0.005 -1.123
C 3.175 -0.916 0.292 -0.119
N 2.081 -1.067 1.043 -0.458
H 0.438 -6.056 5.489 0.349
H 2.110 -5.553 5.243 0.344
H 1.342 -6.647 4.097 0.308
H -1.230 -4.450 4.879 0.310
H -1.976 -2.536 3.588 0.435
H -2.672 -2.679 0.745 0.536
H -5.079 -2.124 0.921 0.330
H -6.841 -0.699 1.719 0.401
H -6.372 0.976 1.397 0.283
H -6.482 0.402 3.055 0.321
H -4.067 1.510 2.905 0.420
H -2.582 2.274 4.302 0.466
H -0.288 3.737 4.479 0.420
H 1.388 2.527 2.655 0.575
H 2.506 -4.366 2.835 0.581
H 3.006 -4.138 0.662 0.541
H 4.611 -2.336 -0.627 0.417
H 3.450 0.060 -0.063 0.490
S 0.454 -1.459 -1.345 -0.435
C -0.179 -1.082 -2.960 0.763
S -1.670 -0.368 -3.236 -0.366
C 0.699 -1.464 -3.982 0.469
C 0.384 -1.216 -5.347 -0.203
N 0.182 -1.020 -6.467 -0.694
C 1.987 -2.019 -3.730 0.072
N 3.035 -2.471 -3.556 -0.656
O 2.973 3.016 0.835 -0.705
C 2.352 2.409 -0.015 0.153
O 1.514 1.449 0.231 -0.221
C 2.574 2.693 -1.486 0.697
C 3.727 3.416 -1.865 -1.300
C 3.959 3.612 -3.193 -0.787
C 3.044 3.109 -4.146 1.141
C 3.218 3.250 -5.544 -0.782
C 2.291 2.738 -6.405 -0.555
C 1.139 2.077 -5.918 -0.712
C 0.939 1.935 -4.576 -0.432
C 1.900 2.435 -3.664 0.021
N 1.693 2.235 -2.334 0.132
H 4.393 3.776 -1.094 0.504
H 4.839 4.147 -3.533 0.402
H 4.099 3.761 -5.914 0.371
H 2.435 2.836 -7.474 0.379
H 0.417 1.659 -6.607 0.439
H 0.058 1.436 -4.181 0.336
N -1.048 2.642 -1.693 0.019
C -1.823 1.836 -0.951 0.911
O -1.181 0.964 -0.204 0.758
C -3.206 1.948 -0.862 -2.006
I -3.644 3.990 0.917 -0.387
H -0.125 2.279 -1.939 -0.065
H -1.513 3.197 -2.392 0.334
H -3.729 1.186 -0.307 0.200
H -3.737 2.484 -1.631 0.463
```

Results
Total charge   -1
HOMO energy (spin up / spin down)   -0.1648 / -0.1722 hartree
Orbital gap (spin up / spin down)   6.13 / 5.79 eV
LUMO energy (spin up / spin down)   1.65 / 1.10 eV
Strongest force on any atom   0.5 eV Å⁻¹
Multiplicity   2

(2)
Here is C36H28N7O3PPtS2 as an isolated structure from OMol25. Energies are from wB97M-V/def2-TZVPD.

```
78
Properties=species:S:1:pos:R:3:mulliken_charge:R:1
Pt -1.395 0.150 0.225 1.982
C -0.372 3.687 -3.025 -0.691
C -0.774 2.427 -2.597 -0.712
N -0.334 1.914 -1.462 0.630
C 0.473 2.670 -0.711 -0.051
C 0.894 3.918 -1.170 -0.790
N 0.479 4.417 -2.322 -0.562
C 0.820 2.158 0.631 0.485
C 1.670 2.855 1.481 -1.146
C 1.898 2.443 2.786 0.071
C 1.275 1.256 3.196 -0.896
C 0.478 0.577 2.310 1.155
N 0.260 1.013 1.044 0.869
C -0.193 -0.689 2.627 -0.339
C 0.051 -1.456 3.764 -0.558
N -0.563 -2.601 3.995 -0.520
C -1.437 -3.022 3.095 -0.709
C -1.706 -2.307 1.937 -0.158
N -1.070 -1.157 1.711 0.467
C 2.742 3.220 3.707 0.450
C 2.791 4.610 3.628 -0.517
C 3.596 5.295 4.526 -0.481
N 4.336 4.696 5.450 -0.543
C 4.292 3.372 5.519 -0.438
C 3.510 2.590 4.683 -0.627
H -0.744 4.106 -3.951 0.460
H -1.446 1.822 -3.194 0.607
H 1.575 4.540 -0.605 0.504
H 2.155 3.749 1.122 0.862
H 1.383 0.906 4.211 0.828
H 0.767 -1.125 4.504 0.466
H -1.950 -3.955 3.286 0.461
H -2.415 -2.655 1.205 0.249
H 2.184 5.164 2.924 0.528
H 3.641 6.377 4.499 0.388
H 4.911 2.908 6.277 0.382
H 3.544 1.512 4.778 0.489
N -3.175 -0.566 -0.606 -0.186
C -3.177 -1.987 -0.920 -0.528
C -4.330 -2.739 -0.817 -0.130
C -4.265 -4.096 -1.126 -0.877
C -3.070 -4.668 -1.534 -0.791
C -1.916 -3.900 -1.634 -1.316
C -1.955 -2.547 -1.319 0.900
P -0.514 -1.428 -1.376 1.273
C 0.996 -2.335 -1.025 0.823
C 1.432 -3.225 -2.014 -0.936
C 2.564 -3.995 -1.803 -0.897
C 3.278 -3.871 -0.618 -0.668
C 2.867 -2.968 0.351 -0.793
C 1.730 -2.202 0.150 -0.209
C -0.367 -0.845 -3.072 0.719
C 0.833 -0.273 -3.496 -0.536
C 0.936 0.231 -4.781 -0.815
C -0.152 0.170 -5.644 -0.580
C -1.345 -0.402 -5.227 -0.851
C -1.455 -0.913 -3.941 -0.813
H -3.902 -0.292 0.064 0.491
H -3.365 -0.005 -1.439 0.366
H -5.262 -2.287 -0.503 0.536
H -5.154 -4.705 -1.041 0.451
H -3.032 -5.723 -1.768 0.500
H -0.986 -4.367 -1.931 0.514
H 0.903 -3.307 -2.955 0.534
H 2.895 -4.681 -2.570 0.464
H 4.165 -4.469 -0.459 0.433
H 3.440 -2.850 1.261 0.475
H 1.450 -1.476 0.898 0.375
H 1.685 -0.220 -2.828 0.506
H 1.867 0.670 -5.113 0.478
H -0.064 0.560 -6.649 0.470
H -2.186 -0.464 -5.904 0.474
H -2.382 -1.384 -3.637 0.372
O -4.091 3.390 1.022 -0.614
S -2.876 2.660 0.942 1.021
O -2.727 1.949 -0.401 -0.601
O -1.629 3.277 1.321 -0.470
S -2.991 0.894 2.056 -0.160
```

Results
Total charge   +2
HOMO energy (spin up / spin down)   -0.5182 / -0.5182 hartree
Orbital gap (spin up / spin down)   6.61 / 6.61 eV
LUMO energy (spin up / spin down)   -7.49 / -7.49 eV
Strongest force on any atom   2.3 eV Å⁻¹

Computed values of relative energy (zero: lowest compared OMol25 entry of this formula, charge and spin) (unit: eV) for the preceding records, in sequence: 0.972 0.609.